Entry 1:
Molecular formula: C44H55BCl3N10OSiV
Method: DFT, the ωB97M-V functional and the def2-TZVPD basis

Each line ends with the Mulliken charge.
Atoms and positions in Å:
V1 -17.14812 -7.37701 11.11215  -1.0251
C1 -14.38514 -10.48863 8.03720  -1.2969
C2 -15.68024 -9.93277 8.51032  0.9327
C3 -16.68443 -10.63707 9.18458  -1.5264
C4 -17.67514 -9.64819 9.54475  -0.0312
N1 -17.12761 -8.43662 9.49073  0.4799
N2 -15.91898 -8.55565 8.73617  0.0930
B1 -15.65887 -7.36660 7.82292  -0.5678
N3 -15.70751 -7.99910 12.07120  -0.1679
N4 -15.74627 -6.58646 11.87439  0.2312
C5 -14.48818 -6.05085 11.99998  -0.5135
C6 -13.62432 -7.15263 12.25071  -0.5025
C7 -14.39074 -8.32379 12.33063  0.0660
C8 -14.18576 -9.80661 12.44907  -1.2467
C9 -14.27793 -4.58463 12.23453  2.4898
C10 -12.72720 -4.43660 11.97313  -1.6085
C11 -15.25797 -3.82525 11.35167  -1.5592
C12 -14.49300 -4.25910 13.74829  -1.6349
N5 -16.12726 -6.90770 6.50219  0.8591
N6 -17.46482 -6.78633 6.00068  -0.4005
C13 -17.53782 -6.62881 4.72819  -0.2437
C14 -16.06565 -6.50537 4.31776  -1.0665
C15 -15.23760 -6.70096 5.42440  0.4868
C16 -13.72981 -6.74252 5.35687  -1.4026
C17 -18.81177 -6.75805 4.03124  2.5495
C18 -18.68583 -6.39015 2.57310  -1.9390
C19 -19.25349 -8.22971 4.20790  -1.3661
C20 -19.80599 -5.77058 4.63290  -1.6602
C21 -19.07898 -9.83911 9.53012  1.3193
C22 -20.09199 -8.75688 9.76569  -0.5722
C23 -19.72613 -11.06327 8.83379  -1.4255
C24 -20.22560 -12.22224 9.75386  -1.4326
H1 -14.68062 -11.43224 7.46070  0.3701
H2 -13.69630 -10.78250 8.80094  0.2461
H3 -13.86846 -9.81516 7.24599  0.1336
H4 -16.85115 -11.71164 9.14268  0.5548
H5 -14.85383 -6.61410 8.41939  -0.0579
H6 -12.55563 -7.21062 12.21527  0.3884
H7 -14.71533 -10.17821 13.31331  0.2899
H8 -13.17575 -10.11675 12.49398  0.4020
H9 -14.71405 -10.27779 11.60212  0.1309
H10 -12.51783 -4.53100 10.83242  0.2971
H11 -12.06365 -5.03956 12.60206  0.3275
H12 -12.53313 -3.30736 12.07253  0.4368
H13 -15.42808 -4.32380 10.42506  0.2186
H14 -14.95057 -2.77011 11.15679  0.3948
H15 -16.22858 -3.69925 11.79509  0.3032
H16 -13.90350 -4.98501 14.31313  0.4437
H17 -15.53844 -3.97525 13.96152  0.3295
H18 -13.93476 -3.31531 13.87672  0.4374
H19 -15.74060 -6.40540 3.30209  0.4506
H20 -13.48151 -7.06090 4.38041  0.4504
H21 -13.17734 -7.50648 6.04856  0.1788
H22 -13.40094 -5.77348 5.51153  0.2585
H23 -19.65175 -6.06866 2.08431  0.3572
H24 -18.18847 -7.12164 1.90687  0.3352
H25 -18.22549 -5.38971 2.37819  0.4036
H26 -18.81611 -8.86139 3.46767  0.3770
H27 -20.35403 -8.36211 4.17937  0.3680
H28 -19.06923 -8.50044 5.32256  0.2014
H29 -19.68396 -4.72631 4.39767  0.3602
H30 -19.75330 -5.80109 5.75504  0.3277
H31 -20.84246 -6.03926 4.22414  0.3926
H32 -21.12513 -8.89728 9.26356  0.4292
H33 -19.65088 -7.78959 9.54853  -0.1401
H34 -20.35902 -8.70902 10.84676  0.0134
H35 -19.29615 -9.84449 12.61084  -0.1002
H36 -20.53169 -10.60404 8.23855  0.4974
H37 -18.80383 -11.44079 8.25877  0.3330
H38 -19.49623 -12.44689 10.52613  0.3378
H39 -20.71958 -13.06886 9.22789  0.3802
H40 -21.04911 -11.79021 10.27433  0.3511
C25 -26.54100 -1.84337 18.86966  -0.7071
O1 -25.96567 -1.11119 17.63374  -0.4389
C26 -24.90173 -1.61275 16.88529  0.7202
C27 -23.91383 -2.40965 17.44770  -0.3677
C28 -23.03605 -3.14054 16.64325  -0.5860
C29 -23.25546 -3.10354 15.26171  0.2216
C30 -24.11948 -2.10187 14.69277  -0.4375
C31 -24.78067 -1.18034 15.53907  -0.9113
C32 -22.38110 -3.94496 14.53427  0.1620
N7 -21.79336 -3.48201 13.40171  -0.7945
C33 -20.96418 -4.47231 12.99914  0.8540
C34 -20.88716 -5.46169 13.93353  0.1926
N8 -21.90578 -5.16986 14.89812  -0.1401
C35 -20.12074 -6.60005 13.88758  -0.2361
C36 -20.17763 -7.71847 14.74688  -0.3866
C37 -19.54006 -8.86928 14.42052  -1.1641
C38 -18.74553 -9.00493 13.23578  0.0927
N9 -18.58631 -7.83679 12.43183  0.6811
C39 -19.21230 -6.66734 12.69731  0.0749
C40 -19.17769 -5.62122 11.80378  0.2657
N10 -18.53983 -5.85976 10.63474  0.9984
C41 -18.52736 -4.99600 9.58353  -0.2317
C42 -19.45276 -3.89617 9.54171  -0.9823
C43 -20.21431 -3.68136 10.74309  -1.0536
C44 -20.11928 -4.54164 11.87700  0.5085
H41 -26.65815 -2.93493 18.72064  0.3237
H42 -27.44865 -1.24644 19.11376  0.2466
H43 -25.87828 -1.79424 19.75457  0.2889
H44 -23.79976 -2.55836 18.54073  0.2419
H45 -22.40783 -4.01858 17.04003  0.2441
H46 -24.26210 -2.00905 13.63912  0.4462
H47 -25.45520 -0.44188 15.19422  0.3937
H48 -22.54514 -5.92158 15.21256  0.2646
H49 -20.95973 -7.57876 15.47556  0.3339
H50 -19.60006 -9.69334 15.12358  0.3352
H51 -17.67368 -9.27900 13.50828  -0.0069
H52 -17.79226 -5.32499 8.80578  0.2552
H53 -19.44719 -3.42767 8.56294  0.4155
H54 -21.09119 -3.03385 10.71624  0.3656
H55 -12.38941 -2.55633 7.85905  -0.1242
Cl1 -13.98327 -2.56862 5.31292  -0.2152
Si1 -12.58892 -1.57516 6.59650  0.7096
Cl2 -10.65597 -1.44589 6.09682  -0.1965
Cl3 -13.74660 -0.01575 7.10945  -0.1831

Computed properties:
- HOMO level (spin up / spin down): -1.507 / -2.736 eV
- F_max: 0.1584 Eh/bohr
- Total charge: -1
- 2S+1: 4
- Expectation value of S²: 3.812

Entry 2:
Molecular formula: C44H55ClN9O4SiSn
Method: DFT, the ωB97M-V functional and the def2-TZVPD basis

Each line ends with the Mulliken charge.
Atoms and positions in Å:
Sn1 14.55529 12.56288 12.12466  1.8859
N1 13.34079 10.73876 10.95689  -0.0835
C1 13.39320 9.60880 11.89623  1.0356
C2 12.39813 8.47542 11.64617  -0.7835
C3 12.10864 8.19694 10.15674  -0.2445
C4 11.86657 6.76097 9.67116  -1.1715
N2 12.90005 6.36652 8.64105  -0.1446
C5 12.67953 6.28250 7.33417  0.7253
N3 13.64555 5.76758 6.53612  -0.4082
N4 11.63066 6.90242 6.75785  -0.3358
C6 13.33410 10.10760 13.37074  -0.0818
O1 12.72747 9.46790 14.21846  -0.7188
O2 13.81856 11.31445 13.58780  -0.8121
H1 12.37477 11.02874 10.73231  0.1850
H2 13.82181 10.44627 10.07203  -0.2436
H3 14.45846 9.23176 11.85500  -0.3926
H4 11.46991 8.70994 12.22450  0.2457
H5 12.83842 7.54741 12.06298  0.5089
H6 12.93848 8.60835 9.55033  0.3095
H7 11.23375 8.78149 9.79551  0.2988
H8 10.84782 6.68841 9.29488  0.4170
H9 11.99417 6.08302 10.52312  0.4902
H10 13.66673 5.75619 8.91179  0.2458
H11 14.57721 5.63955 6.88430  0.1977
H12 13.58617 5.81970 5.53933  0.2174
H13 10.89592 7.40378 7.26417  0.1946
H14 11.52075 6.91397 5.76774  0.1982
C7 17.08901 8.22948 13.72483  -1.3273
C8 17.25405 8.80200 12.34001  0.5156
C9 18.13545 8.20032 11.41014  -0.7939
C10 18.32394 8.82605 10.16058  -0.9310
C11 17.50178 9.90034 9.85252  -1.4066
C12 16.70494 10.52868 10.88974  1.1443
N5 16.63828 9.98825 12.14194  0.1463
N6 16.02074 11.69220 10.65950  0.0311
Si1 16.18821 12.71718 9.19528  0.6995
C13 15.10540 11.99614 7.88408  -1.1544
C14 15.65890 14.42762 9.70126  -0.7645
C15 17.96394 13.01339 8.56986  -1.2894
H15 17.26161 7.15031 13.77972  0.4479
H16 16.07000 8.46520 14.08433  0.2094
H17 17.79854 8.74867 14.38909  0.2376
H18 18.60595 7.26706 11.64259  0.5101
H19 19.03464 8.40889 9.42857  0.4138
H20 17.47388 10.27814 8.86114  0.5712
H21 14.06040 12.39987 7.99644  0.2227
H22 15.02974 10.85967 7.99743  0.1666
H23 15.38408 12.18227 6.84146  0.4949
H24 14.55917 14.49915 9.66374  0.3791
H25 16.05560 15.09882 8.88022  0.5752
H26 16.06458 14.64691 10.71381  -0.2383
H27 18.73072 12.32608 9.03656  0.3240
H28 18.21595 14.09908 8.69636  0.4037
H29 18.01742 12.77505 7.45555  0.3392
C16 13.26219 17.52805 17.87167  -1.3603
C17 14.72529 17.50244 17.52548  0.5645
C18 15.64438 18.19403 18.27647  -0.7006
C19 17.00027 18.12338 17.98710  -0.7074
C20 17.44668 17.38005 16.89650  -0.9315
C21 16.55737 16.65941 16.08816  0.0223
C22 15.19550 16.72549 16.40740  0.2398
N7 14.23302 16.17747 15.55740  0.3161
C23 14.32473 14.98861 14.78210  -0.6704
N8 15.18588 14.07311 15.31442  0.1539
C24 16.20075 13.42356 14.59904  0.0284
C25 16.28502 13.47937 13.19052  1.0354
C26 17.57310 13.57328 12.67811  -0.0275
C27 18.73036 13.39131 13.44058  -1.1132
C28 18.57498 13.01792 14.76916  -0.8860
C29 17.30473 12.92827 15.33984  0.3010
C30 17.17796 12.26665 16.70912  -1.8449
N9 13.84942 14.87021 13.58491  1.2347
C31 12.91236 15.86230 13.17855  -1.6788
C32 11.63641 15.77781 13.71064  0.7582
C33 10.67705 16.72102 13.40685  -0.9733
C34 10.96738 17.73290 12.46863  -0.6009
C35 12.23239 17.80733 11.91579  -0.9408
C36 13.26714 16.91250 12.32087  1.2831
C37 14.62470 17.12566 11.77454  -1.0730
H30 13.10383 17.97389 18.87605  0.4266
H31 12.88290 16.48440 17.94183  0.2743
H32 12.64929 18.11819 17.12434  0.2642
H33 15.23892 18.81353 19.10374  0.3392
H34 17.68753 18.62349 18.64464  0.4008
H35 18.51151 17.32611 16.69812  0.4299
H36 16.90924 16.03054 15.25319  0.4431
H37 13.49902 16.82385 15.34707  0.3220
H38 15.44247 14.21820 16.29218  0.4221
H39 17.72520 13.85310 11.60963  0.0708
H40 19.74036 13.43033 12.99784  0.3856
H41 19.44003 12.70654 15.38202  0.3749
H42 18.12812 11.79428 16.98007  0.4664
H43 16.44570 11.47209 16.69081  0.3300
H44 16.85518 12.94600 17.50941  0.3483
H45 11.43392 15.00228 14.48112  0.4129
H46 9.63815 16.60500 13.77985  0.4112
H47 10.25062 18.49641 12.11678  0.3661
H48 12.41885 18.55056 11.14568  0.4464
H49 14.54488 17.40100 10.68862  0.4426
H50 15.25674 16.21476 11.89979  -0.2589
H51 15.20798 17.92020 12.25401  0.3299
Cl1 6.38365 10.92444 12.16819  -0.2035
C38 7.89525 11.63240 11.88641  0.4219
C39 8.05925 12.48621 10.79610  -0.7599
C40 9.33052 13.01964 10.51999  -0.6464
C41 10.41437 12.73220 11.36124  0.7676
C42 10.19160 11.96399 12.52130  0.1219
C43 8.95999 11.33713 12.73092  -1.1615
C44 11.75102 13.18973 10.99721  -0.2138
O3 12.02557 13.56066 9.82879  -0.7444
O4 12.54722 13.22535 12.02766  0.1450
H52 7.16460 12.62887 10.20604  0.4280
H53 9.46311 13.63158 9.58241  0.3365
H54 10.98167 11.77427 13.22185  0.5543
H55 8.78982 10.71486 13.62448  0.4153

Computed properties:
- Relative energy (zero: lowest compared OMol25 entry of this formula, charge and spin): 2.067 eV
- HOMO level: -9.474 eV
- F_max: 0.0563 Eh/bohr
- Total charge: +1

> The lowest F_max belongs to which entry?

C44H55ClN9O4SiSn

> Look up the total charge of the second one.

+1

> The highest F_max belongs to which entry?

C44H55BCl3N10OSiV